{"formula": "C27H36N3O12", "method": "ωB97M-V/def2-TZVPD", "species": ["O", "C", "C", "N", "C", "H", "H", "C", "C", "H", "O", "N", "O", "C", "O", "H", "H", "C", "H", "C", "H", "C", "H", "H", "H", "H", "H", "C", "H", "H", "H", "N", "H", "C", "H", "H", "C", "C", "O", "H", "H", "H", "H", "H", "O", "H", "C", "H", "O", "H", "H", "C", "H", "O", "O", "O", "C", "O", "H", "C", "H", "C", "C", "C", "C", "H", "C", "C", "H", "H", "C", "C", "O", "C", "H", "H", "C", "H"], "positions_angstrom": [[-1.56905, -0.41786, -4.33123], [1.68195, 0.82114, 5.05777], [1.86695, -0.44186, -2.87123], [-3.06905, -0.63486, 2.24477], [3.64095, -0.39386, 0.81177], [0.56195, 1.07714, 3.47177], [0.13295, -1.34486, -6.38623], [1.13995, 3.57814, -0.31123], [-0.27705, -0.53686, -4.25423], [-1.17205, -3.52186, -2.23823], [3.98195, -0.93986, -3.82423], [0.46095, 1.50314, 4.34977], [-5.22705, -1.17786, -2.02823], [5.16495, -1.23686, -1.04323], [-0.52405, -0.68986, 0.24777], [5.59295, -1.99186, -1.68023], [-2.56105, -1.39586, -1.34623], [-3.50605, 0.35514, 1.26977], [-3.84805, 0.12214, 0.44077], [-4.44805, -2.20586, -2.19223], [-6.14505, -3.59086, -2.98123], [-3.81105, -2.87586, 3.47877], [2.46495, -1.43686, -6.24723], [-2.83705, -0.40186, 3.21777], [-2.64805, -2.87786, 4.07177], [-1.04805, 3.77814, 2.78077], [3.70095, -2.59186, 0.08277], [-3.97805, -1.86686, 2.30577], [2.11695, 2.33014, -1.86023], [1.21395, 2.22214, 1.03077], [-0.82305, 3.21514, 0.07077], [0.17695, -0.40986, 1.35577], [-0.20805, 5.13114, 3.75177], [-2.98605, -2.22686, -1.87223], [-4.78205, -2.85586, 4.32677], [2.16195, 4.28614, -2.12323], [-2.94105, -4.58986, -3.00523], [4.19895, -1.50086, 0.00077], [-4.79305, -2.03886, 1.32277], [-4.50305, 0.43114, 1.64877], [-0.60205, 3.62914, -1.59623], [2.46495, 0.82914, 4.41977], [-2.74405, 1.31314, 1.26877], [-0.55505, 1.35614, 4.53677], [-2.28005, -5.58486, -3.49423], [-1.19305, 3.80414, 4.58977], [0.76995, 3.07314, 3.96677], [-2.16405, -0.91286, 1.63877], [6.51295, 0.26914, -2.14623], [3.33995, 3.57314, -1.01923], [3.91795, 1.82014, 1.04377], [0.50295, -0.99586, -5.40923], [-4.69705, -5.47186, -3.63923], [1.84295, 3.49214, 4.04277], [2.95795, -0.65586, 1.87577], [0.47695, 0.81114, 1.59577], [2.71395, -0.86686, -4.00623], [1.57895, 3.16314, 0.86877], [2.36695, -0.37286, -1.85423], [5.61795, 0.08414, -1.32623], [-0.22805, 0.02614, -2.16523], [-4.29205, -4.45586, -3.29123], [1.98095, -1.28786, -5.26023], [-0.24305, 3.02714, -0.71923], [4.16295, 1.06214, 0.56877], [-4.12405, -3.82086, 3.17077], [-2.24805, -3.52386, -2.31823], [2.27295, 3.42214, -1.36623], [1.83595, 1.35914, 5.86677], [1.34995, -0.20886, 5.33677], [5.16095, 1.16614, -0.52623], [0.37995, -0.28286, -2.99923], [-0.20205, -0.99286, 2.42477], [-0.46105, 4.06714, 3.69377], [1.11095, 4.72514, -0.02923], [-0.23205, 1.92114, -0.93123], [-5.10205, -3.41086, -2.76623], [5.49395, 2.19414, -0.78923]], "lumo_energy_ev": -4.26, "total_charge": 1, "homo_lumo_gap_ha": 0.26991, "largest_force_ev_per_a": 14.5}

***

{"formula": "C4H6ClFO", "method": "ωB97M-V/def2-TZVPD", "species": ["C", "O", "H", "H", "C", "C", "H", "Cl", "C", "H", "H", "F", "H"], "positions_angstrom": [[0.82972, -0.31349, 0.64318], [-0.67536, 2.34813, -1.48929], [2.01861, 0.21417, -1.28727], [0.76227, -1.21193, -1.07852], [1.03310, -0.11282, -0.84264], [-0.58436, 1.79707, -0.06720], [-1.69906, 2.07036, 0.51629], [0.63980, -1.97592, 1.30719], [-0.25187, 0.34721, -0.18114], [1.48071, 0.13432, 1.26493], [-1.01506, 1.52380, -2.19828], [-1.49000, -0.04763, -0.60899], [0.22923, 2.19569, 0.64258]], "lumo_energy_ev": 0.81, "homo_lumo_gap_ha": 0.41488, "largest_force_ev_per_a": 5.2, "smiles": "OC[C@@]1(F)C[C@@H]1Cl"}

***

{"formula": "C3H12N3O", "method": "ωB97M-V/def2-TZVPD", "species": ["C", "H", "H", "C", "H", "H", "H", "H", "H", "N", "O", "H", "H", "N", "H", "H", "C", "H", "N"], "positions_angstrom": [[0.93553, -2.22738, -0.14868], [-0.99302, -0.20280, 0.47889], [1.12707, -1.90888, 0.88480], [0.62320, -0.20949, -1.42746], [1.18804, 0.34096, -0.63163], [-0.49152, -1.92051, -1.48744], [-1.45083, 2.97881, 0.31095], [-2.15675, 0.43890, 1.42052], [0.60810, -3.27711, -0.11193], [-0.55098, 2.45897, 0.34623], [1.32751, -0.59075, -2.45547], [1.84724, -2.14389, -0.68914], [0.70864, 1.13857, 1.41079], [-1.12149, 0.21405, 1.38192], [-0.21821, 0.52028, -1.69493], [-0.34169, 2.14236, -0.62713], [-0.36720, 1.52820, 1.40415], [-0.55411, 2.06285, 2.36536], [-0.11953, -1.34315, -0.72980]], "lumo_energy_ev": [6.75, 6.60], "total_charge": -2, "homo_lumo_gap_ha": [0.08660, 0.24487], "s_squared": 0.751, "largest_force_ev_per_a": 2.9, "spin_multiplicity": 2}

***

{"formula": "ILiN2O6", "method": "ωB97M-V/def2-TZVPD", "species": ["O", "Li", "O", "O", "O", "O", "N", "O", "I", "N"], "positions_angstrom": [[-0.77787, 0.46271, -0.33050], [1.01754, -0.25169, -0.14762], [-1.16403, -1.18747, 1.57701], [0.92713, -0.40683, 1.65019], [0.07380, -1.46856, 0.01845], [-0.73067, 2.53688, -0.30619], [-0.00883, -1.13824, 1.12139], [-1.14928, 1.59011, -2.15133], [2.56805, -1.71454, -0.47121], [-0.75589, 1.57767, -0.96018]], "lumo_energy_ev": 5.32, "total_charge": -2, "homo_lumo_gap_ha": 0.20310, "largest_force_ev_per_a": 7.9}

***

{"formula": "C4H11N3O2", "method": "ωB97M-V/def2-TZVPD", "species": ["N", "H", "C", "H", "H", "C", "H", "H", "H", "H", "H", "N", "O", "H", "O", "C", "C", "N", "H", "H"], "positions_angstrom": [[-0.07387, -0.13635, -0.93215], [0.72610, 1.99890, 2.81171], [-0.21096, -0.95170, -1.89569], [-0.81376, -2.48983, -0.58960], [-0.69337, 1.65021, -0.71319], [-0.29084, 0.08492, 2.54328], [0.15530, -0.54893, 0.66194], [0.83890, 1.53843, -0.27824], [0.45412, 0.12554, -3.55309], [1.15107, 0.47430, 3.77306], [-0.05915, 1.63229, 4.21380], [-0.06676, -0.67921, -3.29153], [0.35564, 0.06194, 1.38825], [-1.31032, -2.60333, -2.19511], [-1.16233, -0.66408, 2.88417], [0.38787, 1.08397, 3.46453], [0.20445, 1.28197, -1.07541], [-0.51450, -2.28553, -1.61725], [0.36563, -1.45329, -3.68598], [0.55679, 1.87979, -1.91350]], "lumo_energy_ev": 0.70, "homo_lumo_gap_ha": 0.36941, "largest_force_ev_per_a": 5.1, "smiles": "CN=C(N)N.CC(=O)O"}

***

{"formula": "C9H14N4O4", "method": "ωB97M-V/def2-TZVPD", "species": ["H", "C", "H", "H", "H", "C", "H", "H", "H", "C", "C", "N", "N", "H", "N", "O", "H", "H", "C", "N", "H", "H", "O", "H", "C", "C", "H", "C", "O", "O", "C"], "positions_angstrom": [[-3.07128, -2.05787, -0.94867], [-0.70093, -1.46801, -0.40044], [-0.32093, 2.53181, 2.08731], [1.07957, 1.77948, 1.81074], [-2.32453, -2.31196, 1.47971], [-1.56540, 1.80535, -0.45882], [-0.85523, -0.28687, 1.28026], [1.87823, 2.56289, -0.06697], [-0.25769, 3.21840, 0.26510], [2.21109, -0.39051, -1.31594], [-0.24610, 2.14505, 0.21339], [-2.03669, 0.57163, -0.34236], [2.58443, 0.17943, 0.79338], [-2.90253, 0.53098, -0.93618], [2.95723, -1.39319, -0.71559], [-0.63181, -1.44504, -1.58347], [0.90626, -2.38101, -0.09851], [0.96239, 2.00490, -1.62511], [2.01652, 0.53214, -0.39640], [0.01698, 1.73426, 1.59195], [-3.42843, -0.90353, 1.44774], [3.88546, -1.53041, 1.15248], [0.08539, -2.14488, 0.41929], [2.03496, -0.40960, -2.38041], [1.22544, 1.81550, -0.56652], [3.12489, -0.98137, 0.58945], [3.43263, -2.20141, -1.18349], [-2.71768, -1.50354, 0.86160], [-3.61269, -1.87941, -0.12981], [-2.11887, 2.53195, -1.30074], [-1.61070, -0.65512, 0.45703]], "lumo_energy_ev": 0.38, "homo_lumo_gap_ha": 0.35354, "largest_force_ev_per_a": 4.5, "smiles": "N[C@@H](Cc1c[nH]cn1)C(=O)N[C@@H](CO)C(=O)O"}

***

{"formula": "C3H5N", "method": "ωB97M-V/def2-TZVPD", "species": ["H", "H", "C", "N", "H", "H", "H", "C", "C"], "positions_angstrom": [[-0.59538, 1.29764, 0.25310], [2.39980, -0.68158, -0.09678], [-0.98214, 0.30044, 0.12689], [-2.08911, -0.20872, -0.11516], [0.46669, -1.62627, 0.20615], [1.70041, 1.10092, -0.27262], [-2.98549, 0.27690, -0.12990], [0.47244, -0.55554, 0.09968], [1.61276, 0.09622, -0.07136]], "lumo_energy_ev": 1.17, "homo_lumo_gap_ha": 0.39054, "largest_force_ev_per_a": 4.2, "smiles": "[H]/N=C/C=C"}